Record 1
15
Properties=species:S:1:pos:R:3:forces:R:3:nbo_charge:R:1 method="wB97M-V/def2-TZVPD" e_above_lowest_kcal_mol=35.1 smiles="C[C@@H]1C=CCC1=S" e_homo_ev=-8.55 homo_lumo_gap_ev=8.30 lumo_ev=-0.25
S 2.730 0.511 -0.150 -0.6 -0.6 -0.7 0.05
C -0.651 -1.538 0.094 0.0 -1.3 -0.1 -0.18
C 0.863 -1.544 0.176 0.3 -1.9 0.7 -0.55
C -1.173 -0.427 -0.359 2.6 0.4 0.8 -0.19
C 1.294 -0.223 -0.360 -1.7 2.6 1.2 -0.02
C -0.115 0.608 -0.571 1.1 0.0 0.4 -0.32
C -0.382 1.897 0.317 0.7 -1.9 1.5 -0.60
H -2.177 -0.198 -0.401 -2.1 0.3 -0.4 0.21
H -1.275 -2.401 0.273 0.2 -0.3 0.3 0.21
H -0.292 2.813 -0.261 0.2 0.0 0.2 0.22
H 1.274 -2.485 -0.344 -0.2 1.5 0.8 0.25
H -0.208 0.914 -1.581 0.4 0.5 -1.3 0.22
H 0.346 1.868 1.253 -1.7 0.3 -1.9 0.22
H 1.217 -1.522 1.275 -0.4 -0.5 -1.6 0.26
H -1.451 1.727 0.638 1.2 0.8 0.0 0.21

***

Record 2
85
Properties=species:S:1:pos:R:3:forces:R:3:lowdin_charge:R:1 method="wB97M-V/def2-TZVPD" e_above_lowest_kcal_mol=0.0 total_charge=+1 e_homo_ev="-8.96 / -8.87" homo_lumo_gap_ev="5.37 / 6.02" lumo_ev="-3.59 / -2.85"
Ga 0.212 -0.111 -0.042 0.3 -0.1 2.6 0.37
P -1.562 0.326 -1.448 0.9 -0.7 0.7 0.89
P 1.744 1.532 -0.654 -0.9 -1.4 1.3 0.81
C -0.322 -1.996 3.490 -0.9 -2.2 -1.6 -0.19
C -1.371 2.580 3.370 -0.2 0.4 0.7 -0.62
C 3.204 0.703 -1.323 0.4 0.4 -0.9 -0.25
C -1.547 -1.341 3.985 -0.5 0.0 0.3 -0.03
C -0.456 1.189 -5.677 0.3 0.4 -0.2 -0.16
C 1.679 -4.466 1.529 0.0 -0.2 -0.3 -0.02
C 1.267 -0.805 -4.009 1.2 0.8 -0.5 -0.12
C 1.134 -3.391 2.385 -0.6 0.3 0.2 -0.18
C -2.905 2.452 3.377 -0.2 -0.1 -0.1 -0.04
C 1.334 -0.313 4.487 0.2 0.4 0.3 -0.03
C -0.390 0.851 1.557 -0.6 1.1 1.6 -0.16
C -1.388 -3.963 2.209 -0.5 -0.4 0.0 -0.06
C -0.812 1.636 2.410 0.7 -1.4 -1.8 -0.14
C 3.368 -2.228 2.992 0.6 0.0 0.1 -0.06
C 1.899 -2.378 3.026 -1.2 1.9 1.4 -0.22
C 2.346 2.416 0.789 0.2 0.5 0.0 -0.22
C -0.239 -3.153 2.670 -0.3 1.4 0.9 -0.22
C -3.363 0.443 -1.481 -0.5 0.5 0.2 -0.22
C -0.944 4.008 2.984 0.0 0.1 -0.2 -0.05
C 1.519 0.517 -4.092 0.4 -0.5 -0.3 -0.14
C -1.464 0.652 -4.705 -0.9 -0.9 -0.4 -0.15
C 0.674 -1.564 -5.163 -0.8 -0.5 -0.3 -0.17
C 0.996 -1.520 3.713 2.9 -1.1 -1.1 -0.20
C -0.872 -1.761 -5.102 0.3 -0.6 -0.1 -0.17
C 0.957 1.489 -5.104 -0.1 0.0 -0.4 -0.17
C -1.228 -1.484 -1.872 -0.2 -0.5 -0.6 -0.30
C -0.827 2.258 4.775 0.1 -0.1 0.3 -0.05
C 0.527 2.552 -1.569 0.0 0.1 -0.3 -0.32
C -1.634 -0.654 -4.436 -1.0 1.1 -1.3 -0.18
C -0.657 1.772 -2.234 0.4 -0.4 -1.1 -0.36
H 0.132 3.309 -0.874 0.4 -0.3 0.0 0.10
H -3.684 1.268 -0.827 0.0 -0.2 -0.3 0.06
H -0.221 1.239 -3.075 0.0 0.3 0.0 0.00
H -1.151 -4.484 1.273 -0.2 0.1 0.1 0.06
H 3.879 1.468 -1.725 0.2 -0.4 -0.1 0.07
H -2.551 -0.954 -3.919 0.4 0.2 -0.1 0.09
H 0.921 -4.816 0.818 0.2 0.0 0.1 0.07
H -1.274 4.259 1.966 0.0 -0.1 0.3 0.08
H -3.216 1.435 3.654 0.1 0.2 0.0 0.08
H -0.854 2.138 -6.065 0.2 -0.3 0.0 0.12
H 0.265 2.348 4.793 -0.2 0.1 0.0 0.08
H 1.138 -2.562 -5.206 -0.1 0.3 0.1 0.12
H 1.661 1.578 -5.950 -0.2 0.0 0.2 0.13
H -1.368 2.485 -2.668 0.1 -0.1 0.3 0.10
H 2.313 0.976 -3.496 -0.7 -0.2 0.2 0.07
H -0.403 -1.618 -2.592 -0.5 0.1 0.5 0.02
H -1.250 -1.873 -6.135 0.1 0.0 0.4 0.13
H 3.852 -2.760 3.828 0.0 0.1 -0.3 0.09
H 0.981 0.587 3.960 0.1 -0.3 0.2 0.05
H 0.840 -0.329 5.472 0.2 0.1 -0.2 0.10
H -1.703 -0.381 3.465 0.0 -0.3 0.2 0.05
H -1.467 -1.127 5.064 -0.1 -0.1 -0.3 0.09
H 0.150 4.097 2.998 -0.2 0.0 0.1 0.08
H -3.746 0.614 -2.501 0.2 0.0 0.4 0.06
H -3.321 2.652 2.382 0.1 0.1 0.2 0.08
H -2.199 1.381 -4.328 0.3 -0.5 -0.1 0.11
H 3.780 -2.636 2.059 0.1 0.1 0.2 0.07
H 2.547 -4.102 0.965 -0.1 -0.2 0.1 0.08
H -1.077 1.228 5.069 0.0 0.4 -0.1 0.07
H -1.238 2.937 5.533 0.0 -0.1 -0.3 0.10
H -1.667 -4.728 2.953 0.0 0.1 -0.3 0.09
H -3.798 -0.492 -1.095 0.3 0.3 -0.1 0.07
H 0.930 -1.088 -6.120 0.0 0.0 0.4 0.11
H 2.416 -0.217 4.641 -0.2 0.0 0.0 0.08
H 2.565 3.448 0.480 0.1 -0.2 0.4 0.07
H 1.108 3.076 -2.347 -0.6 0.1 0.0 0.09
H -0.364 0.524 -6.543 -0.1 0.0 0.2 0.11
H 3.260 1.916 1.141 -0.3 0.3 -0.1 0.06
H 1.715 -1.421 -3.216 0.0 0.4 -0.2 0.11
H -3.350 3.156 4.094 0.1 -0.1 -0.2 0.09
H 2.947 -0.030 -2.097 0.2 0.3 0.4 0.02
H 0.921 2.494 -4.655 0.2 -0.3 0.0 0.10
H -2.144 -1.946 -2.259 0.2 0.1 -0.1 0.05
H 3.704 0.158 -0.508 -0.3 0.4 0.0 0.07
H -2.271 -3.329 2.045 0.1 -0.3 -0.1 0.07
H -0.955 -2.064 -0.955 -0.2 0.7 -0.4 0.02
H 3.655 -1.170 3.068 0.0 -0.3 -0.1 0.07
H -1.360 4.745 3.684 0.1 -0.2 -0.2 0.09
H 1.587 2.387 1.580 0.1 0.1 -0.3 0.02
H 2.009 -5.337 2.114 -0.1 0.2 -0.1 0.10
H -1.088 -2.720 -4.602 0.0 0.4 -0.1 0.11
H -2.431 -1.969 3.821 0.2 0.2 0.1 0.08

***

Record 3
13
Properties=species:S:1:pos:R:3:forces:R:3:lowdin_spin:R:1 method="wB97M-V/def2-TZVPD" multiplicity=2 e_above_lowest_kcal_mol=31.5 e_homo_ev="-8.75 / -9.18" homo_lumo_gap_ev="9.49 / 8.88" lumo_ev="0.74 / -0.30"
Br 0.190 2.476 -4.152 -0.1 -0.1 0.2 0.00
C 0.062 -0.081 -0.174 1.2 -0.9 2.9 0.09
C 0.142 -0.450 1.154 -0.7 0.6 -2.7 0.06
C 1.395 -0.085 -0.886 -2.5 1.8 -2.2 0.73
C -0.977 -0.851 2.072 1.0 -0.5 0.5 0.01
H 1.132 -0.725 1.511 0.0 0.2 0.0 0.01
H -0.934 0.171 -0.605 0.9 -0.3 -0.1 0.01
H -0.562 2.158 -2.984 0.1 0.0 -0.1 0.00
H -0.415 -1.113 2.983 -0.9 0.0 0.1 0.00
H 1.791 0.954 -0.968 0.6 -1.0 0.5 0.04
H -1.369 -1.782 1.651 -0.3 0.1 0.3 0.00
H -1.784 -0.155 2.319 0.2 0.0 -0.3 0.00
H 1.327 -0.518 -1.921 0.5 0.0 1.1 0.04

***

Record 4
57
Properties=species:S:1:pos:R:3:forces:R:3:nbo_charge:R:1 method="wB97M-V/def2-TZVPD" e_above_lowest_kcal_mol=0.0 smiles="CCN(CC)CCCNC(=S)N1CCC(c2nc3ccccc3[nH]2)CC1" e_homo_ev=-7.66 homo_lumo_gap_ev=8.24 lumo_ev=0.58
S -3.201 -2.683 -1.881 -0.1 -0.4 -0.6 -0.30
N -1.704 -2.608 0.281 -0.1 0.3 0.1 -0.66
N -3.028 -0.744 -0.105 0.2 0.0 0.2 -0.44
N 0.637 2.207 -0.391 -0.1 -0.5 0.2 -0.49
N 0.932 -2.108 1.036 0.2 0.1 0.0 -0.48
N -0.637 3.907 -1.046 -0.2 0.0 0.0 -0.56
C -2.352 1.183 -1.419 -0.3 0.0 0.2 -0.40
C -3.493 0.224 -1.068 -0.1 0.2 -0.5 -0.22
C 1.028 -1.765 2.449 0.2 0.0 0.2 -0.21
C -1.226 -3.928 -0.067 0.0 -0.4 0.0 -0.21
C -0.580 2.649 -0.510 -0.1 0.1 0.1 0.42
C 3.385 4.416 -1.499 0.2 0.0 0.0 -0.23
C -2.588 -1.966 -0.514 -0.3 -0.2 0.1 0.32
C 1.215 5.449 -1.813 -0.1 0.1 0.0 -0.26
C -1.450 0.830 0.909 -0.3 0.1 0.1 -0.40
C 1.205 -1.214 -1.261 0.2 0.0 0.2 -0.62
C -2.617 -0.130 1.135 0.3 0.1 0.2 -0.22
C 1.140 -3.529 0.769 -0.2 -0.3 0.2 -0.22
C 1.451 3.204 -0.867 -0.3 0.7 -0.3 0.08
C 2.835 3.265 -0.975 -0.1 0.0 0.0 -0.20
C 2.435 -1.762 3.055 -0.3 0.0 -0.2 -0.63
C 0.657 4.296 -1.289 0.7 -0.2 0.0 0.15
C 2.592 5.488 -1.909 0.0 0.1 0.0 -0.21
C 1.720 -1.230 0.176 -0.1 0.1 -0.2 -0.23
C -1.804 1.872 -0.157 0.1 -0.2 -0.1 -0.26
C -0.148 -4.348 0.925 0.1 0.2 -0.2 -0.42
H 1.648 -0.372 -1.787 0.0 0.1 -0.1 0.22
H 1.487 -3.638 -0.259 0.0 0.0 0.0 0.20
H 0.594 -0.768 2.574 -0.1 -0.1 0.0 0.19
H 4.458 4.495 -1.596 0.1 0.0 0.0 0.21
H -3.480 0.427 1.520 0.1 -0.1 0.1 0.19
H 0.603 6.279 -2.133 0.0 0.1 0.0 0.21
H 2.785 -1.509 0.174 0.0 0.1 0.1 0.17
H -2.570 2.555 0.232 0.0 0.0 0.0 0.21
H -0.576 0.283 0.562 0.1 -0.1 0.1 0.23
H 1.638 -0.216 0.576 0.1 0.0 0.0 0.22
H -2.704 1.928 -2.134 0.0 0.0 -0.1 0.21
H -0.966 -2.066 0.733 -0.1 0.1 0.0 0.44
H -1.189 1.332 1.841 0.1 0.0 0.0 0.22
H 1.914 -3.955 1.423 0.1 0.1 -0.1 0.18
H 2.368 -1.550 4.119 0.0 0.0 0.1 0.22
H -4.336 0.774 -0.638 0.0 0.0 0.0 0.19
H 0.404 -2.473 3.000 -0.1 0.1 0.0 0.19
H -0.539 -4.247 1.938 0.0 -0.1 0.1 0.20
H -0.831 -3.940 -1.092 -0.1 0.0 0.1 0.20
H -1.468 4.443 -1.233 0.0 -0.1 0.0 0.42
H -2.361 -0.900 1.863 -0.1 0.1 0.0 0.22
H 3.069 6.369 -2.313 0.0 0.1 0.0 0.21
H 0.125 -1.098 -1.280 -0.2 0.0 0.0 0.21
H 1.458 -2.125 -1.797 0.0 -0.1 -0.1 0.20
H 2.921 -2.727 2.932 0.1 -0.1 0.0 0.20
H 0.093 -5.399 0.761 0.0 0.0 0.0 0.22
H -1.547 0.615 -1.891 0.0 0.0 -0.1 0.22
H -2.072 -4.622 -0.038 0.1 0.0 -0.1 0.22
H 3.054 -0.999 2.591 0.1 0.1 0.0 0.21
H -3.832 -0.309 -1.957 0.0 0.1 0.2 0.26
H 3.447 2.435 -0.658 0.1 -0.1 0.0 0.22